[1]
{"formula": "C24H58N2", "method": "wB97M-V/def2-TZVPD", "gap_ev": 8.76, "relative_energy_ev": 6.141, "homo_ev": -7.92, "energy_ha": -1058.15240, "lumo_ev": 0.84, "fmax_ev_per_a": 19.6, "symbols": ["C", "C", "N", "C", "C", "C", "C", "H", "H", "H", "H", "H", "H", "H", "H", "H", "H", "H", "H", "H", "H", "H", "C", "C", "N", "C", "C", "C", "C", "H", "H", "H", "H", "H", "H", "H", "H", "H", "H", "H", "H", "H", "H", "H", "C", "C", "C", "C", "C", "C", "H", "H", "H", "H", "H", "H", "H", "H", "H", "H", "H", "H", "H", "H", "C", "C", "C", "C", "C", "C", "H", "H", "H", "H", "H", "H", "H", "H", "H", "H", "H", "H", "H", "H"], "xyz": [[0.346, -3.567, 2.276], [0.823, -3.969, 0.911], [0.181, -3.049, -0.051], [1.131, -2.439, -1.107], [1.941, -3.542, -1.857], [-1.089, -3.538, -0.440], [-1.826, -2.366, -1.135], [-0.789, -3.564, 2.097], [0.487, -2.472, 2.332], [0.684, -4.023, 3.028], [0.694, -5.070, 0.647], [1.898, -3.889, 0.956], [1.974, -2.018, -0.737], [0.828, -1.652, -1.562], [2.555, -4.016, -1.015], [2.613, -2.837, -2.590], [1.364, -4.216, -2.448], [-1.793, -3.900, 0.233], [-1.046, -4.087, -1.370], [-2.812, -2.652, -1.371], [-1.327, -1.959, -1.971], [-1.930, -1.506, -0.822], [-1.683, -1.805, 5.443], [-2.202, -1.194, 4.173], [-2.778, -0.020, 4.615], [-2.420, 1.304, 3.888], [-2.665, 1.319, 2.406], [-4.261, -0.085, 4.738], [-5.040, 0.870, 5.702], [-0.861, -2.670, 5.545], [-2.303, -2.218, 6.092], [-0.916, -1.056, 5.967], [-2.863, -1.789, 3.539], [-1.251, -0.947, 3.555], [-1.417, 1.398, 3.911], [-2.584, 2.240, 4.435], [-3.811, 1.481, 2.230], [-2.198, 0.254, 1.770], [-2.237, 2.100, 1.970], [-4.358, -1.030, 5.440], [-4.850, -0.162, 3.832], [-6.152, 0.618, 5.757], [-5.117, 1.920, 5.511], [-4.709, 0.902, 6.658], [2.975, -0.134, -5.779], [2.101, -0.232, -4.517], [0.933, 0.809, -4.464], [-0.122, 0.499, -3.404], [-1.179, 1.561, -3.404], [-2.442, 1.149, -2.495], [3.579, -1.008, -5.831], [3.500, 0.848, -5.690], [2.240, 0.007, -6.583], [2.548, -0.063, -3.507], [1.644, -1.248, -4.230], [0.401, 0.827, -5.569], [1.336, 1.804, -4.416], [0.421, 0.397, -2.339], [-0.753, -0.639, -3.571], [-1.373, 1.730, -4.407], [-0.654, 2.615, -3.180], [-2.288, 1.091, -1.519], [-2.972, 0.237, -3.030], [-3.259, 1.846, -2.425], [0.834, 1.148, 0.587], [1.458, 2.272, -0.208], [2.757, 1.960, -1.081], [3.369, 3.170, -1.929], [3.612, 4.371, -1.075], [4.640, 4.090, -0.040], [-0.043, 1.368, 1.241], [1.715, 0.705, 1.203], [0.036, 0.645, 0.056], [1.711, 2.989, 0.435], [0.810, 2.812, -1.020], [2.451, 1.339, -1.540], [3.489, 1.579, -0.342], [2.580, 3.470, -2.657], [4.111, 2.797, -2.480], [2.772, 4.860, -0.735], [4.302, 5.275, -1.581], [5.271, 3.482, -0.556], [4.160, 3.474, 0.734], [5.097, 4.997, 0.168]], "atomic_forces_ev_per_a": [[-5.29, 4.72, -6.71], [0.71, -0.60, -0.58], [2.81, 0.53, 0.85], [0.00, -8.21, 3.06], [1.44, 2.87, -0.51], [-0.05, 3.73, -4.33], [0.70, -6.77, -2.51], [1.26, -0.49, 1.35], [0.47, -0.47, 0.26], [2.36, -3.89, 6.02], [-0.38, 1.11, 0.35], [0.58, 0.45, -0.58], [2.22, 1.50, 3.11], [-3.41, 4.46, -3.82], [-0.65, 0.28, -1.82], [-1.09, -2.24, 1.59], [-0.23, -0.70, -0.33], [-0.29, -1.09, 1.83], [0.27, -1.88, 0.16], [-1.23, -0.66, -0.87], [0.82, -0.95, -2.06], [-1.03, 8.34, 5.59], [7.55, -0.22, -0.05], [3.32, -0.95, -1.37], [-3.37, 6.63, -0.41], [-0.78, -2.34, 0.25], [-3.85, -5.12, -0.42], [-0.01, -1.99, 3.78], [-1.93, 0.17, -2.59], [-1.56, 1.03, -1.76], [-3.56, -0.90, 2.99], [-2.36, -0.91, -0.89], [0.08, -0.37, 0.10], [-1.62, -0.38, 0.63], [4.04, -0.51, 0.53], [-1.52, -0.43, 0.03], [1.92, -0.84, -0.21], [-1.69, 3.15, 2.15], [2.10, 3.41, -1.88], [-0.25, 1.03, -2.08], [0.23, -0.37, -0.55], [1.45, -0.35, -0.26], [0.42, 0.89, -1.11], [1.37, -0.67, 3.06], [-1.59, 1.69, 1.60], [-1.82, -0.37, 2.39], [-1.00, -1.98, -3.32], [0.06, -2.86, 1.62], [0.27, 1.73, 3.27], [-0.97, -0.20, -6.40], [0.76, -0.32, -0.60], [0.19, -1.01, -0.30], [0.57, -0.52, -0.25], [0.88, 0.15, -0.93], [0.49, 1.01, -1.40], [1.01, -0.19, 2.53], [0.17, 0.63, 0.55], [-1.28, 0.17, -2.16], [2.23, 3.23, 0.22], [-1.40, 0.05, -2.05], [-1.25, -2.11, 0.36], [1.60, -1.40, 4.24], [1.38, 1.38, 1.56], [-0.26, 1.00, -0.91], [-0.02, 0.09, 0.93], [-0.87, 0.16, -4.42], [6.00, 14.29, 12.04], [-5.93, 0.36, 1.96], [4.41, 2.33, -2.45], [-2.87, -1.14, 1.29], [1.38, 1.51, 0.94], [-2.13, -0.33, -1.19], [1.28, -2.08, -1.39], [0.97, 3.19, 2.66], [0.31, -1.12, 1.64], [-6.05, -14.67, -11.52], [0.02, 0.03, -0.62], [0.29, -0.39, 0.17], [3.50, -1.11, -1.90], [-2.06, 0.79, 0.75], [-2.47, -2.14, -0.14], [2.51, -1.74, -0.94], [0.72, 0.58, 0.58], [0.98, 1.30, 1.59]], "mulliken_charge": [-1.1870, -0.7478, 0.7169, -0.6525, -1.1518, -0.7201, -2.3808, 0.1035, 0.1150, 0.8444, 0.2572, 0.4422, 0.5530, 0.0863, 0.3412, 0.2692, 0.3015, 0.5494, 0.2511, 0.6271, 0.4780, 0.9715, -1.2643, -0.1071, 0.2964, -1.0899, -0.8092, -0.3360, -1.5035, 0.2610, 0.4711, 0.2545, 0.2630, -0.0373, 0.5363, 0.4283, 0.3459, -0.1331, 0.6883, 0.2199, 0.3527, 0.3532, 0.3979, 0.4342, -1.2359, 0.1518, -1.1848, 1.5286, -0.9021, -1.2243, 0.4030, 0.2668, 0.2858, -0.0187, 0.1790, 0.4840, 0.3142, -1.1483, 0.1171, 0.5742, 0.2477, 0.2346, 0.2418, 0.4769, -0.7420, -0.4214, 1.2404, -0.9477, -0.6085, -1.2914, 0.1738, 0.2229, -0.1226, 0.9236, 0.0807, -1.4014, 0.4011, 0.2172, 0.6436, 0.3921, 0.2978, 0.3469, 0.2641, 0.4501]}

[2]
{"formula": "C11H25O9SV", "method": "wB97M-V/def2-TZVPD", "gap_ev": 5.89, "charge": -2, "homo_ev": -1.16, "energy_ha": -2453.30373, "lumo_ev": 4.72, "fmax_ev_per_a": 15.9, "symbols": ["O", "V", "O", "C", "C", "C", "O", "H", "H", "H", "H", "H", "H", "H", "C", "C", "C", "O", "H", "H", "H", "H", "H", "H", "H", "C", "C", "O", "O", "H", "H", "H", "O", "S", "O", "O", "C", "C", "C", "H", "H", "H", "H", "H", "H", "H", "H"], "xyz": [[-0.047, 1.375, 0.679], [0.662, -0.015, 1.130], [0.104, -1.097, 0.008], [-2.058, -0.744, 1.660], [-1.027, -1.355, 2.589], [-0.837, -2.857, 2.164], [0.180, -0.643, 2.569], [-1.591, -0.300, 0.781], [-2.542, 0.087, 2.173], [-2.832, -1.437, 1.328], [-1.511, -1.368, 3.565], [-0.170, -3.452, 2.786], [-0.565, -2.878, 1.109], [-1.768, -3.420, 2.222], [2.151, -0.536, -1.498], [2.841, 0.172, -0.302], [3.029, 1.693, -0.735], [2.157, -0.087, 0.908], [2.743, -0.390, -2.401], [1.189, -0.084, -1.735], [1.832, -1.557, -1.285], [3.772, -0.391, -0.230], [3.548, 2.205, 0.075], [2.040, 2.146, -0.810], [3.546, 1.819, -1.686], [0.557, 3.106, 2.968], [1.628, 1.962, 3.222], [1.325, 0.839, 2.758], [2.603, 2.196, 4.014], [-0.372, 2.977, 3.523], [0.264, 3.087, 1.919], [1.004, 4.096, 3.062], [-0.765, 1.344, -3.413], [-2.041, 0.743, -3.313], [-3.022, 0.644, -4.399], [-1.915, -0.795, -2.721], [-0.872, -1.269, -1.960], [0.003, -2.177, -2.829], [-2.929, 1.318, -1.731], [-1.344, -1.719, -1.086], [-0.243, -0.487, -1.535], [-0.030, -1.821, -3.859], [-0.340, -3.211, -2.786], [1.025, -2.362, -2.499], [-2.444, 1.059, -0.789], [-4.006, 1.175, -1.817], [-2.932, 2.406, -1.795]], "atomic_forces_ev_per_a": [[-0.84, 1.67, -1.29], [-11.51, 2.97, -3.12], [1.27, -1.96, 1.78], [-0.86, 1.02, -0.10], [-0.11, -2.05, -0.98], [-0.43, 0.16, 0.05], [-6.32, -7.17, 6.07], [-0.37, -0.33, 0.15], [-0.24, 0.14, 0.12], [-0.07, -0.26, 0.11], [0.45, 0.19, 0.66], [0.53, 0.39, 0.03], [0.46, 0.03, 0.14], [-0.57, 0.18, 0.14], [-0.30, 0.75, 0.21], [-0.14, -0.45, -2.14], [-0.40, -1.14, 1.69], [15.35, 0.16, -4.22], [0.46, -0.42, -0.05], [0.65, 0.51, 0.06], [0.96, 0.22, 0.23], [0.64, 0.56, 0.29], [0.19, 0.20, -0.11], [-0.13, -0.10, 0.00], [0.14, -0.33, 0.07], [1.12, -0.07, -1.05], [-0.05, 0.58, 1.66], [3.98, 5.22, 2.85], [-1.14, 0.17, -1.10], [0.23, -0.03, 0.37], [-0.10, -0.51, -0.06], [0.00, 0.10, 0.80], [0.59, 0.58, -0.76], [-3.05, -3.12, 3.48], [1.66, 0.54, 1.14], [-2.76, 2.14, -3.71], [1.56, -0.25, 0.14], [-0.26, -1.21, 0.32], [0.09, 1.77, -1.86], [0.14, -0.30, -0.57], [-1.10, 0.13, -0.57], [0.18, -0.04, -0.03], [-0.74, -0.17, -0.42], [-0.21, 0.77, -0.14], [0.24, -0.49, -0.36], [0.20, -1.11, 0.00], [0.59, 0.31, 0.05]], "mulliken_charge": [-0.8342, 1.1253, -0.7105, -0.2929, 0.2419, -1.2691, -0.3733, -0.4963, 0.3197, 0.3699, 0.2825, 0.3152, 0.0868, 0.4593, -1.2175, 0.3492, -1.3283, -0.3876, 0.3827, 0.3078, 0.3116, 0.3843, 0.3426, 0.2495, 0.4232, -0.8184, 0.3913, -0.3804, -0.8188, 0.1854, 0.1658, 0.3406, -0.5388, 1.1106, -0.6594, -0.4607, 1.0082, -1.2752, -0.7425, 0.0573, -0.4713, 0.2932, 0.3594, 0.3938, 0.1024, 0.3442, 0.3715]}